{
  "formula": "H3NO3Si",
  "method": "the ωB97M-V functional and the def2-TZVPD basis",
  "smiles": "O=[SiH2].O=NO",
  "elements": ["O", "Si", "H", "H", "O", "N", "O", "H"],
  "coordinates": [[0.061, -1.120, -0.676], [-0.959, -1.813, 0.234], [-1.106, -3.154, 0.069], [-1.624, -0.905, 1.211], [1.671, 2.988, 0.338], [1.489, 1.855, 0.006], [0.216, 1.549, -0.425], [0.252, 0.599, -0.756]]
}


{
  "formula": "C62H51AsCl2IO3P2RhS",
  "method": "the ωB97M-V functional and the def2-TZVPD basis",
  "charge": 2,
  "elements": ["Rh", "I", "C", "C", "C", "C", "C", "C", "C", "C", "C", "P", "C", "C", "C", "C", "C", "C", "C", "C", "C", "C", "C", "C", "C", "H", "H", "H", "H", "H", "H", "H", "H", "H", "H", "H", "H", "H", "H", "H", "H", "Cl", "C", "C", "C", "Cl", "C", "O", "C", "C", "O", "C", "H", "H", "H", "C", "S", "O", "C", "C", "C", "C", "C", "C", "H", "H", "H", "H", "H", "H", "H", "H", "C", "C", "As", "C", "C", "C", "C", "C", "C", "C", "C", "C", "C", "C", "C", "P", "C", "C", "C", "C", "C", "C", "C", "C", "C", "C", "C", "C", "H", "H", "H", "H", "H", "H", "H", "H", "H", "H", "H", "H", "H", "H", "H", "H", "H", "H", "H", "H", "H", "H", "H", "H"],
  "coordinates": [[1.098, 0.205, 0.000], [1.364, 0.423, 2.616], [3.176, -0.359, 3.325], [3.055, -0.643, 4.658], [4.172, -1.022, 5.422], [5.389, -1.064, 4.817], [5.533, -0.772, 3.438], [6.837, -0.804, 2.892], [7.051, -0.517, 1.579], [5.946, -0.240, 0.763], [4.649, -0.227, 1.230], [3.504, -0.031, -0.191], [3.943, -1.419, -1.288], [3.620, -1.376, -2.645], [3.936, -2.436, -3.481], [4.569, -3.559, -2.969], [4.885, -3.616, -1.618], [4.579, -2.555, -0.782], [4.186, 1.482, -0.942], [4.720, 1.559, -2.224], [5.200, 2.770, -2.707], [5.161, 3.906, -1.914], [4.658, 3.829, -0.620], [4.179, 2.624, -0.135], [4.407, -0.444, 2.622], [2.093, -0.562, 5.152], [4.055, -1.246, 6.473], [6.278, -1.319, 5.379], [7.662, -1.050, 3.549], [8.046, -0.522, 1.156], [6.137, -0.061, -0.289], [3.121, -0.525, -3.061], [3.683, -2.380, -4.532], [4.819, -4.387, -3.620], [5.372, -4.492, -1.210], [4.811, -2.627, 0.271], [4.778, 0.685, -2.857], [5.612, 2.819, -3.707], [5.543, 4.845, -2.292], [4.653, 4.706, 0.016], [3.797, 2.571, 0.879], [2.131, 4.203, -5.986], [1.744, 3.043, -4.771], [1.409, 1.739, -5.149], [1.111, 0.787, -4.203], [0.628, -0.794, -4.702], [1.158, 1.070, -2.815], [0.871, 0.098, -1.993], [1.451, 2.420, -2.462], [1.396, 2.900, -1.126], [1.206, 2.246, -0.077], [1.742, 3.385, -3.448], [1.374, 1.475, -6.199], [1.513, 3.976, -0.981], [1.966, 4.400, -3.145], [1.036, -3.214, -1.030], [1.168, -2.139, 0.386], [2.436, -2.406, 1.082], [-0.121, -2.785, 1.426], [-1.400, -2.993, 0.935], [-2.359, -3.536, 1.773], [-2.027, -3.865, 3.082], [-0.735, -3.672, 3.552], [0.237, -3.134, 2.719], [1.184, -4.219, -0.635], [1.816, -2.945, -1.741], [0.051, -3.107, -1.482], [-1.645, -2.759, -0.092], [-3.359, -3.714, 1.404], [-2.780, -4.293, 3.731], [-0.477, -3.951, 4.565], [1.255, -2.989, 3.056], [-2.878, -0.245, -0.043], [-3.123, -0.808, -1.429], [-4.987, -1.406, -1.789], [-5.318, -2.447, -0.162], [-5.583, -1.897, 1.092], [-5.894, -2.717, 2.169], [-5.945, -4.096, 2.006], [-5.676, -4.655, 0.764], [-5.368, -3.832, -0.313], [-5.896, 0.248, -1.294], [-5.344, 1.499, -1.556], [-6.068, 2.657, -1.301], [-7.353, 2.577, -0.785], [-7.917, 1.332, -0.536], [-7.194, 0.177, -0.793], [-1.355, 0.776, 0.190], [-1.544, 1.376, 1.898], [-2.130, 0.543, 2.856], [-2.217, 0.947, 4.180], [-1.724, 2.184, 4.567], [-1.123, 3.012, 3.628], [-1.022, 2.608, 2.306], [-1.767, 2.158, -0.924], [-1.617, 1.963, -2.299], [-2.028, 2.931, -3.203], [-2.597, 4.110, -2.744], [-2.782, 4.299, -1.382], [-2.383, 3.327, -0.476], [-2.913, -1.037, 0.699], [-3.658, 0.477, 0.223], [-2.478, -1.663, -1.648], [-2.931, -0.076, -2.213], [-5.585, -0.821, 1.225], [-6.121, -2.276, 3.132], [-6.212, -4.732, 2.840], [-5.729, -5.727, 0.627], [-5.201, -4.274, -1.289], [-4.347, 1.592, -1.978], [-5.628, 3.623, -1.515], [-7.918, 3.478, -0.588], [-8.924, 1.260, -0.147], [-7.653, -0.786, -0.599], [-2.520, -0.430, 2.583], [-2.679, 0.293, 4.909], [-1.807, 2.504, 5.597], [-0.730, 3.975, 3.926], [-0.526, 3.252, 1.591], [-1.203, 1.036, -2.671], [-1.910, 2.757, -4.266], [-2.917, 4.869, -3.446], [-3.253, 5.203, -1.018], [-2.582, 3.482, 0.575]]
}


{
  "formula": "C4F14KNO16S6",
  "method": "the ωB97M-V functional and the def2-TZVPD basis",
  "charge": -4,
  "elements": ["K", "N", "S", "O", "O", "F", "S", "O", "O", "F", "C", "F", "F", "F", "S", "O", "O", "O", "C", "F", "F", "F", "S", "O", "O", "O", "C", "F", "F", "F", "S", "O", "O", "O", "C", "F", "F", "F", "S", "O", "O", "O"],
  "coordinates": [[-4.828, -10.448, -8.667], [-9.486, -8.411, -6.681], [-9.913, -9.758, -6.351], [-8.892, -10.565, -5.646], [-10.777, -10.457, -7.239], [-10.887, -9.324, -5.150], [-8.774, -8.796, -8.198], [-9.649, -8.761, -9.400], [-7.654, -9.758, -8.148], [-8.091, -7.379, -8.469], [-3.158, -6.201, -6.811], [-2.628, -5.989, -7.995], [-2.425, -7.111, -6.172], [-3.074, -5.032, -6.169], [-5.036, -6.742, -6.912], [-5.476, -6.746, -5.538], [-5.716, -5.779, -7.741], [-5.014, -8.106, -7.430], [-4.130, -6.855, -12.050], [-3.041, -7.032, -12.739], [-3.770, -6.537, -10.820], [-4.752, -5.837, -12.626], [-5.288, -8.451, -12.057], [-5.487, -8.814, -13.481], [-4.401, -9.419, -11.355], [-6.436, -8.102, -11.279], [-6.535, -12.447, -11.744], [-6.879, -13.514, -11.050], [-6.245, -11.368, -10.933], [-5.443, -12.749, -12.441], [-7.947, -11.958, -13.069], [-7.241, -11.137, -14.084], [-8.477, -13.216, -13.671], [-9.024, -11.169, -12.436], [-3.274, -14.547, -6.292], [-3.428, -15.485, -5.358], [-2.864, -13.378, -5.646], [-2.395, -14.938, -7.265], [-5.050, -14.181, -6.998], [-4.938, -12.818, -7.532], [-5.448, -15.157, -7.994], [-5.955, -14.185, -5.799]]
}


Record-wise DFT total energy values, in hartree: -571.6478 -7263.8063 -5798.1950
Record-wise relative energy (zero: lowest compared OMol25 entry of this formula, charge and spin) values, in eV: 1.8016 0.3262 3.1135